Below is 2 unconnected molecules or ions with the total composition C4H9NO2S, with properties calculated with ωB97M-V/def2-TZVPD.

Structure (XYZ):
```
17
Properties=species:S:1:pos:R:3:forces:R:3
C 0.576 -0.388 -1.305 1.5 -0.3 1.3
C 1.772 0.318 0.849 -4.0 1.0 4.0
C 0.466 -0.340 0.279 1.4 1.3 -1.9
C -0.676 0.410 0.768 -3.7 0.7 1.2
N -2.408 -0.600 -0.068 2.3 1.1 1.5
O -2.538 -1.678 0.477 -0.9 0.3 -1.1
O -3.095 0.005 -0.864 0.4 -1.3 0.8
S -1.128 1.984 0.060 1.1 -1.3 0.7
H 0.575 0.624 -1.857 0.4 -2.0 0.8
H -0.146 -1.091 -1.628 -1.5 0.0 -0.7
H 1.478 -1.039 -1.456 -0.2 1.3 -0.3
H 2.560 -0.149 0.493 3.9 -2.3 -1.7
H 1.898 1.371 0.733 -0.4 0.8 -0.9
H 1.798 0.278 1.996 -0.1 -0.5 -1.4
H 0.323 -1.342 0.659 0.4 -0.4 0.0
H -0.863 0.221 1.899 -0.1 0.7 -2.1
H -0.593 1.415 -1.035 -0.5 1.1 -0.3
```
Positions in Å, forces in eV/Å.

Output
orbital gap (spin up / spin down) = 0.3162 / 0.3164 Ha

---

Below is C4H9NO2 in the gas phase, with properties calculated with ωB97M-V/def2-TZVPD.

Structure (XYZ):
```
16
Properties=species:S:1:pos:R:3:forces:R:3
O 2.623 1.409 -0.279 -2.0 -1.4 -0.2
C 2.111 0.292 -0.056 0.6 4.4 -5.0
O 2.575 -0.350 0.910 0.5 -3.4 5.2
C 1.057 -0.374 -1.017 -1.2 -0.6 1.5
C -0.411 0.241 -0.690 0.8 1.1 1.5
C -1.504 -0.533 0.221 0.4 0.4 -2.2
N -2.205 0.470 1.037 1.9 -2.0 1.7
H 2.968 0.226 1.627 -0.3 -0.5 -1.6
H 1.087 -1.493 -1.082 0.0 0.8 0.8
H 1.190 -0.114 -2.045 0.8 0.8 -0.4
H -0.820 0.500 -1.677 -0.1 0.3 0.5
H -0.131 1.226 -0.048 -1.1 -2.1 -1.8
H -0.841 -1.019 0.939 -0.5 -0.9 -0.2
H -2.254 -1.255 -0.453 2.2 1.6 1.9
H -2.402 -0.029 1.918 -0.2 0.8 -0.5
H -3.044 0.804 0.693 -1.9 0.7 -1.1
```
Positions in Å, forces in eV/Å.

Output
SMILES = NCCCC(=O)O
orbital gap = 0.3778 Ha